Formula: CCl2OS2
Source: the OMol25 dataset
Level of theory: ωB97M-V with the def2-TZVPD basis set

Values from the calculation:
E_HOMO (spin up / spin down) = -9.283 / -9.146 eV
Gap between HOMO and LUMO (spin up / spin down) = 7.08 / 7.78 eV
2S+1 = 1

Element x y z (Å)
C1 -1.4477 0.1345 -0.0358
O1 -1.0544 1.1264 0.3361
S1 1.0992 -1.7932 -0.2622
S2 2.0042 -0.3288 0.7917
Cl1 -3.1032 -0.2077 -0.2797
Cl2 2.5019 1.0689 -0.5502

---

Formula: CCl3F
Source: the OMol25 dataset
Level of theory: ωB97M-V with the def2-TZVPD basis set

Values from the calculation:
E_HOMO = -11.460 eV
Gap between HOMO and LUMO = 11.93 eV
2S+1 = 1

Element x y z (Å)
C1 -0.0368 0.0170 0.0440
F1 -0.8135 -1.0549 0.4407
Cl1 0.1183 1.1443 1.3093
Cl2 1.4985 -0.8163 -0.4394
Cl3 -0.7665 0.7099 -1.3546

---

Formula: CCl3F2N
Source: the OMol25 dataset
Level of theory: ωB97M-V with the def2-TZVPD basis set

Values from the calculation:
E_HOMO (spin up / spin down) = -11.572 / -11.741 eV
Gap between HOMO and LUMO (spin up / spin down) = 7.91 / 8.65 eV
2S+1 = 1

Element x y z (Å)
C1 -0.4465 0.2565 -0.2629
N1 0.2022 -0.9283 0.1142
F1 -0.1205 0.6437 -1.4587
F2 0.2730 -1.0976 1.4692
Cl1 -0.1082 1.5559 0.8840
Cl2 -2.3816 -0.1289 -0.2805
Cl3 2.5815 -0.3014 -0.4654

---

What are the E values for these records? In order: -49797.527; -41321.361; -45524.002 eV.
What are the ΔE to the lowest compared entry with this formula, charge and spin values for these records? In order: 11.30; 14.00; 184.50 kJ/mol.